(1)
Formula: C44H48GeN4O3PRb
Source: OMol25
Level of theory: ωB97M-V/def2-TZVPD

ORCA input file:
```
! RIJCOSX wB97M-V def2-TZVPD def2/J DEFGRID3
* xyz -2 1
Rb -0.017 0.480 -0.682
N 2.908 1.318 0.271
C 3.619 2.415 0.098
C 5.053 2.486 0.228
C 5.754 3.640 -0.004
C 5.107 4.831 -0.372
C 3.726 4.808 -0.492
C 2.970 3.659 -0.274
P 1.156 3.632 -0.475
C 0.666 5.371 -0.141
C 0.231 5.639 1.159
C -0.155 6.919 1.528
C -0.129 7.951 0.598
C 0.288 7.695 -0.701
C 0.686 6.415 -1.065
C 0.965 3.564 -2.309
C -0.307 3.744 -2.864
C -0.542 3.508 -4.209
C 0.492 3.069 -5.029
C 1.754 2.874 -4.490
C 1.990 3.120 -3.141
H 3.458 0.547 0.636
H 1.626 1.253 1.128
H 5.574 1.581 0.526
H 6.835 3.631 0.108
H 5.665 5.744 -0.542
H 3.212 5.726 -0.760
H 0.198 4.827 1.878
H -0.486 7.108 2.543
H -0.438 8.950 0.884
H 0.307 8.494 -1.433
H 1.008 6.221 -2.082
H -1.126 4.059 -2.226
H -1.538 3.641 -4.612
H 0.306 2.863 -6.076
H 2.563 2.520 -5.118
H 2.977 2.965 -2.721
C -2.413 -2.534 2.273
O -1.933 -3.416 1.272
C -2.556 -4.583 1.045
C -3.513 -5.147 1.877
C -4.021 -6.414 1.598
C -3.586 -7.114 0.489
C -2.668 -6.523 -0.377
C -2.153 -5.263 -0.128
N -1.256 -4.650 -1.023
C -1.328 -3.252 -1.252
N -2.592 -2.913 -1.628
C -3.358 -1.714 -1.434
C -2.810 -0.437 -1.385
C -3.766 0.581 -1.184
C -5.132 0.367 -1.074
C -5.636 -0.932 -1.137
C -4.736 -1.970 -1.307
O -5.127 -3.307 -1.356
C -6.473 -3.600 -1.098
N -0.350 -2.451 -1.077
C 0.910 -2.910 -0.679
C 1.471 -2.444 0.510
C 2.780 -2.754 0.853
C 3.555 -3.543 0.023
C 3.017 -4.030 -1.165
C 1.711 -3.717 -1.509
O 1.105 -4.173 -2.662
C 1.927 -4.781 -3.625
H -1.768 -1.660 2.228
H -2.339 -2.987 3.265
H -3.447 -2.245 2.062
H -3.840 -4.611 2.757
H -4.757 -6.848 2.264
H -3.976 -8.101 0.274
H -2.358 -7.030 -1.284
H -0.374 -5.093 -1.216
H -3.180 -3.724 -1.728
H -3.427 1.615 -1.082
H -5.819 1.197 -0.927
H -6.697 -1.115 -1.039
H -6.566 -4.685 -1.132
H -7.138 -3.156 -1.848
H -6.777 -3.244 -0.108
H 0.906 -1.773 1.155
H 3.181 -2.344 1.772
H 4.580 -3.779 0.282
H 3.625 -4.644 -1.816
H 1.298 -4.962 -4.494
H 2.335 -5.736 -3.273
H 2.759 -4.129 -3.909
C 1.426 2.745 4.655
Ge 1.572 0.973 3.687
C 0.891 -0.233 5.135
C 3.546 0.692 3.770
C 0.915 0.730 1.952
H 1.972 2.749 5.605
H 0.373 2.966 4.857
H 1.820 3.540 4.017
H 1.470 -0.113 6.055
H 0.944 -1.276 4.814
H -0.156 -0.003 5.355
H 3.937 0.901 4.771
H 4.050 1.351 3.058
H 3.794 -0.341 3.508
H -0.199 0.730 1.952
*
```

E_tot (Eh): -4592.4101
HOMO level (hartree): 0.0020
F_max (eV Å⁻¹): 3.07
Frontier orbital gap (eV): 3.703
Relative energy (zero: lowest compared OMol25 entry of this formula, charge and spin) (eV): 1.0743

Atom charges from the Mulliken analysis, given in e for atoms 1 to 5: 0.9009, 0.1268, -0.1608, -0.7091, -0.4595

(2)
Formula: C48H88ClN16
Source: OMol25
Level of theory: ωB97M-V/def2-TZVPD

ORCA input file:
```
! RIJCOSX wB97M-V def2-TZVPD def2/J DEFGRID3
* xyz 7 1
C 0.077 0.789 0.632
C 0.572 1.740 -0.508
N 0.698 1.001 -1.707
C -0.314 0.708 -2.648
C 0.200 0.064 -3.777
N 1.584 -0.034 -3.536
C 1.898 0.625 -2.297
C 2.605 -0.767 -4.137
H 0.685 -0.090 0.845
H -0.948 0.448 0.484
H 0.122 1.395 1.537
H 1.409 2.420 -0.347
H -0.210 2.492 -0.619
H -1.336 0.917 -2.370
H -0.281 -0.463 -4.587
H 2.860 0.549 -1.809
H 2.585 -1.777 -3.726
H 3.597 -0.383 -3.895
H 2.333 -0.841 -5.190
C -2.816 2.784 9.578
C -3.118 3.336 8.138
N -2.406 2.634 7.075
C -2.771 1.466 6.435
C -1.908 1.243 5.381
N -1.034 2.366 5.364
C -1.268 3.139 6.469
C 0.207 2.429 4.641
H -3.036 1.725 9.710
H -3.490 3.429 10.142
H -1.828 3.096 9.915
H -2.911 4.403 8.079
H -4.172 3.072 8.045
H -3.705 1.032 6.761
H -1.770 0.287 4.900
H -0.723 4.002 6.821
H 0.150 3.319 4.014
H 0.280 1.569 3.976
H 1.057 2.444 5.322
C 5.164 -6.046 1.800
C 3.813 -5.521 1.131
N 4.128 -4.670 0.062
C 4.239 -3.354 0.047
C 4.648 -2.930 -1.195
N 4.957 -4.093 -1.891
C 4.572 -5.177 -1.200
C 5.444 -4.085 -3.229
H 5.041 -6.799 2.577
H 5.907 -5.268 1.977
H 5.719 -6.527 0.994
H 3.086 -5.028 1.777
H 3.268 -6.395 0.776
H 4.005 -2.955 1.023
H 4.945 -1.954 -1.551
H 4.480 -6.198 -1.539
H 5.699 -5.076 -3.605
H 6.358 -3.491 -3.258
H 4.743 -3.590 -3.900
C 3.334 -3.802 -6.856
C 3.142 -2.567 -7.678
N 3.970 -2.627 -8.825
C 3.941 -3.537 -9.914
C 4.955 -3.242 -10.736
N 5.606 -2.172 -10.232
C 5.040 -1.745 -9.154
C 6.890 -1.645 -10.782
H 4.344 -3.861 -6.450
H 3.158 -4.722 -7.414
H 2.677 -4.019 -6.013
H 3.310 -1.674 -7.075
H 2.113 -2.486 -8.029
H 3.056 -4.130 -10.087
H 5.426 -3.726 -11.579
H 5.299 -0.861 -8.591
H 6.599 -1.026 -11.630
H 7.553 -2.404 -11.198
H 7.402 -1.104 -9.988
C 0.527 -3.320 0.271
C -0.954 -3.050 0.465
N -1.841 -3.304 -0.635
C -2.105 -2.425 -1.725
C -3.045 -3.090 -2.491
N -3.426 -4.301 -1.939
C -2.588 -4.419 -0.837
C -4.386 -5.323 -2.382
H 0.884 -4.339 0.124
H 0.968 -3.070 1.237
H 0.931 -2.768 -0.578
H -1.137 -2.025 0.787
H -1.242 -3.818 1.184
H -1.676 -1.436 -1.784
H -3.619 -2.832 -3.368
H -2.784 -5.135 -0.052
H -5.206 -5.111 -3.067
H -4.631 -5.938 -1.517
H -3.681 -5.910 -2.971
C -2.439 3.919 2.726
C -3.940 4.097 2.584
N -4.698 3.942 3.806
C -4.541 4.774 4.917
C -5.648 4.481 5.753
N -6.353 3.383 5.249
C -5.827 3.122 3.983
C -7.474 2.691 5.911
H -1.823 4.276 1.902
H -2.346 2.837 2.829
H -1.968 4.223 3.661
H -4.332 3.348 1.896
H -4.195 5.062 2.144
H -3.687 5.423 5.037
H -5.968 4.805 6.732
H -6.119 2.277 3.379
H -7.062 1.689 6.022
H -8.086 2.785 5.014
H -7.905 3.334 6.677
C 1.478 6.622 -2.080
C 1.606 5.117 -1.756
N 3.100 4.730 -1.496
C 4.104 4.702 -2.433
C 5.339 4.496 -1.771
N 5.134 4.422 -0.397
C 3.745 4.585 -0.243
C 6.036 4.114 0.631
H 2.295 7.114 -2.608
H 1.352 7.260 -1.205
H 0.671 6.634 -2.812
H 1.292 4.258 -2.349
H 1.063 4.849 -0.849
H 3.972 4.787 -3.501
H 6.329 4.664 -2.169
H 3.165 4.584 0.667
H 5.899 3.038 0.742
H 5.804 4.586 1.586
H 7.073 4.344 0.389
C -5.044 -0.547 -0.234
C -5.588 0.284 0.955
N -5.291 -0.270 2.241
C -3.988 -0.462 2.814
C -4.200 -0.709 4.168
N -5.525 -0.759 4.373
C -6.220 -0.515 3.184
C -6.283 -1.268 5.538
H -4.176 -1.203 -0.166
H -4.899 0.139 -1.069
H -5.904 -1.157 -0.510
H -6.665 0.417 0.859
H -5.256 1.321 0.897
H -3.237 -0.341 2.048
H -3.568 -0.908 5.020
H -7.289 -0.536 3.030
H -6.629 -0.349 6.010
H -5.647 -1.688 6.317
H -7.054 -2.017 5.361
Cl 5.526 0.752 -1.802
*
```

E_tot (Eh): -3215.0847
HOMO level (hartree): -0.7182
F_max (eV Å⁻¹): 6.82
Frontier orbital gap (eV): 5.697
Relative energy (zero: lowest compared OMol25 entry of this formula, charge and spin) (eV): 5.1280

Atom charges from the Mulliken analysis, given in e for atoms 1 to 5: -0.3977, -1.0432, 1.0500, -0.9364, -0.5590

(3)
Formula: C7H7BrO3
Source: OMol25
Level of theory: ωB97M-V/def2-TZVPD

ORCA input file:
```
! RIJCOSX wB97M-V def2-TZVPD def2/J DEFGRID3
* xyz 0 1
C -1.399 0.735 1.042
C -1.482 -0.357 1.794
C 0.388 -0.390 -0.028
C -1.831 2.144 0.662
C -0.647 2.114 -0.274
C -0.282 0.841 0.099
C 0.093 -2.596 1.071
O 1.293 -0.760 -0.726
O -0.200 2.911 -1.227
O -0.239 -1.220 0.849
Br 2.279 1.443 -2.427
H -2.893 2.278 0.284
H -1.911 2.950 1.335
H 1.883 0.415 -1.692
H 1.156 -2.587 1.566
H -0.106 -3.324 0.290
H -0.505 -3.040 1.770
H 0.657 2.726 -1.804
*
```

E_tot (Eh): -3070.4189
HOMO level (hartree): -0.3056
F_max (eV Å⁻¹): 4.74
Frontier orbital gap (eV): 8.383
Relative energy (zero: lowest compared OMol25 entry of this formula, charge and spin) (eV): 6.9224

Atom charges from the natural (NBO) analysis, given in e for atoms 1 to 5: -0.2725, 0.0541, 0.8073, -0.4517, 0.5203

(4)
Formula: C13H25ClNO6
Source: OMol25
Level of theory: ωB97M-V/def2-TZVPD

ORCA input file:
```
! RIJCOSX wB97M-V def2-TZVPD def2/J DEFGRID3
* xyz 1 1
C -0.579 -2.712 -2.624
C -1.651 -1.873 -1.915
C -1.270 -0.408 -1.686
C -0.237 -0.117 -0.563
Cl -0.844 1.195 0.506
C 0.110 -1.307 0.366
C 1.567 -1.224 0.548
N 2.106 -0.405 -0.271
C 1.145 0.319 -1.117
H 0.121 -3.205 -1.945
H -0.016 -2.101 -3.334
H -1.046 -3.507 -3.205
H -1.980 -2.343 -0.984
H -2.533 -1.857 -2.558
H -0.875 -0.011 -2.625
H -2.170 0.156 -1.449
H -0.405 -1.328 1.325
H -0.068 -2.288 -0.089
H 2.152 -1.792 1.262
H 3.105 -0.250 -0.346
H 1.292 1.386 -0.951
H 1.309 0.157 -2.182
C 2.517 7.722 -1.845
O 1.717 6.642 -2.353
C 1.257 5.815 -1.427
O 1.453 5.879 -0.242
O 0.525 4.868 -2.032
C -0.054 3.930 -1.129
H 2.810 8.298 -2.716
H 1.933 8.337 -1.164
H 3.395 7.336 -1.332
H -0.735 4.420 -0.435
H 0.724 3.427 -0.556
H -0.604 3.222 -1.745
C -2.395 -2.027 2.733
O -2.365 -3.199 3.536
C -1.213 -3.865 3.413
O -0.295 -3.526 2.698
O -1.251 -4.931 4.187
C -0.072 -5.751 4.161
H -3.347 -1.524 2.861
H -1.586 -1.362 3.039
H -2.265 -2.311 1.687
H 0.792 -5.183 4.497
H 0.102 -6.132 3.157
H -0.275 -6.569 4.843
*
```

E_tot (Eh): -1476.4999
HOMO level (hartree): -0.4772
F_max (eV Å⁻¹): 0.78
Frontier orbital gap (eV): 8.830
Relative energy (zero: lowest compared OMol25 entry of this formula, charge and spin) (eV): 0.0000

Atom charges from the natural (NBO) analysis, given in e for atoms 1 to 5: -0.6219, -0.4114, -0.4192, 0.0026, -0.0185